Model a:
This record from the Open Molecules 2025 dataset describes a 2-piece molecular cluster, HNO3S overall. The level of theory is the ωB97M-V functional and the def2-TZVPD basis.

Geometry as XYZ:
```
6
Properties=species:S:1:pos:R:3:lowdin_spin:R:1
N 3.55 -0.10 0.37 0.66
O 1.11 1.58 -1.02 0.35
O 0.19 -0.01 0.64 0.10
O 3.22 -1.06 -0.20 0.38
S 1.07 1.42 0.45 0.51
H 0.00 -0.47 -0.20 0.00
```

gap between HOMO and LUMO (alpha / beta): 8.44 / 10.37 eV
2S+1: 3
HOMO energy (alpha / beta): -8.790 / -11.666 eV
lowest unoccupied orbital energy (alpha / beta): -0.3 / -1.3 eV

Model b:
This record from the Open Molecules 2025 dataset describes a 2-piece molecular cluster, HNO3S overall. The level of theory is the ωB97M-V functional and the def2-TZVPD basis.

Geometry as XYZ:
```
6
Properties=species:S:1:pos:R:3:lowdin_spin:R:1
N 1.53 0.85 0.85 0.41
O 0.55 0.41 0.27 0.33
O 2.68 0.59 0.76 0.28
O -1.98 -0.40 -0.86 0.22
S -0.60 -1.20 -1.09 0.77
H -2.18 -0.25 0.07 0.00
```

gap between HOMO and LUMO (alpha / beta): 8.64 / 6.21 eV
2S+1: 3
HOMO energy (alpha / beta): -8.798 / -8.720 eV
lowest unoccupied orbital energy (alpha / beta): -0.2 / -2.5 eV

The most stable arrangement is model a, and the next structure is 50.8 kcal/mol less stable.

Model a:
This record from the Open Molecules 2025 dataset describes a 2-piece molecular cluster, C3H10N overall. The level of theory is the ωB97M-V functional and the def2-TZVPD basis.

Geometry as XYZ:
```
14
Properties=species:S:1:pos:R:3:nbo_charge:R:1
C 1.46 -0.54 -0.39 -0.69
C 0.32 -0.92 0.51 -0.19
C -0.04 -0.37 1.67 -0.43
H 1.17 -0.59 -1.45 0.21
H 1.95 0.40 -0.12 0.23
H 2.20 -1.34 -0.33 0.27
H -0.32 -1.72 0.14 0.21
H -0.90 -0.72 2.24 0.23
H 0.50 0.50 2.04 0.21
N -1.27 1.08 -0.87 -0.89
H -1.13 0.64 0.07 0.47
H -1.58 2.05 -0.78 0.45
H -0.37 1.01 -1.35 0.45
H -1.98 0.54 -1.36 0.45
```

gap between HOMO and LUMO: 10.35 eV
2S+1: 1
HOMO energy: -14.297 eV
charge: +1
lowest unoccupied orbital energy: -3.9 eV

Model b:
This record from the Open Molecules 2025 dataset describes a 2-piece molecular cluster, C3H10N overall. The level of theory is the ωB97M-V functional and the def2-TZVPD basis.

Geometry as XYZ:
```
14
Properties=species:S:1:pos:R:3:nbo_charge:R:1
N -1.34 -2.26 -1.45 -0.90
H -1.31 -3.10 -2.06 0.47
H -2.14 -1.56 -1.62 0.49
H -1.41 -2.63 -0.38 0.48
H -0.39 -1.93 -1.45 0.46
C 0.20 1.62 1.70 -0.69
C 0.59 0.98 0.47 -0.15
C 1.77 0.92 -0.20 -0.42
H -0.80 1.28 2.02 0.22
H 0.90 1.46 2.58 0.25
H -0.21 2.56 1.47 0.25
H -0.14 0.48 -0.04 0.13
H 1.71 0.77 -1.34 0.21
H 2.57 1.42 0.30 0.21
```

gap between HOMO and LUMO: 7.68 eV
2S+1: 1
HOMO energy: -12.479 eV
charge: +1
lowest unoccupied orbital energy: -4.8 eV

The most stable arrangement is model a, and the next structure is 40.4 kcal/mol less stable.

Model a:
This record from the Open Molecules 2025 dataset describes a 2-piece molecular cluster, C3H10N overall. The level of theory is the ωB97M-V functional and the def2-TZVPD basis.

Geometry as XYZ:
```
14
Properties=species:S:1:pos:R:3:nbo_charge:R:1
C 1.78 -0.06 -0.10 -0.08
H -0.94 -3.07 -3.70 -0.01
H 2.63 -0.02 -0.77 0.22
H 1.91 -0.76 0.67 0.19
H -0.31 -3.37 -3.94 0.01
C -0.47 0.16 0.85 -0.26
C 0.51 0.58 -0.14 -0.64
N -1.17 1.18 1.66 -0.68
H -0.44 -0.82 1.29 0.22
H 0.55 1.60 -0.47 0.29
H -0.01 0.22 -1.07 0.43
H -0.69 2.07 1.57 0.43
H -2.17 1.29 1.48 0.43
H -1.16 1.02 2.68 0.44
```

gap between HOMO and LUMO: 5.96 eV
2S+1: 1
HOMO energy: -11.725 eV
charge: +1
lowest unoccupied orbital energy: -5.8 eV

Model b:
This record from the Open Molecules 2025 dataset describes an isolated ion of composition C3H10N and charge +1. The level of theory is the ωB97M-V functional and the def2-TZVPD basis.

Geometry as XYZ:
```
14
Properties=species:S:1:pos:R:3:nbo_charge:R:1
C -1.64 -0.20 1.21 -0.57
C -0.73 -0.23 -0.30 -0.24
N 0.72 0.02 0.05 -0.52
C 1.64 0.48 -0.99 -0.45
H -2.41 0.53 1.22 0.24
H -2.15 -1.04 1.05 0.22
H -0.94 -0.21 2.10 0.21
H -1.10 0.41 -1.09 0.24
H -0.94 -1.23 -0.66 0.24
H 1.16 -0.82 0.46 0.44
H 0.81 0.61 0.93 0.45
H 1.80 -0.23 -1.94 0.26
H 1.17 1.47 -1.42 0.24
H 2.64 0.66 -0.64 0.25
```

SMILES: CC[NH2+]C
gap between HOMO and LUMO: 13.16 eV
2S+1: 1
HOMO energy: -16.735 eV
charge: +1
lowest unoccupied orbital energy: -3.6 eV

The most stable arrangement is model b, and the next structure is 102.0 kcal/mol less stable.

Model a:
This record from the Open Molecules 2025 dataset describes a 2-piece molecular cluster, C3HN3O overall. The level of theory is the ωB97M-V functional and the def2-TZVPD basis.

Geometry as XYZ:
```
8
Properties=species:S:1:pos:R:3:nbo_charge:R:1
C -0.31 0.97 -1.15 0.23
C 0.49 0.11 -0.40 -0.37
C -0.81 -0.31 1.85 0.48
N -0.95 1.69 -1.78 -0.29
N 0.46 -1.14 -0.62 0.11
N 0.39 -2.24 -0.82 0.08
O -0.51 0.42 2.66 -0.50
H 1.24 0.51 0.27 0.27
```

gap between HOMO and LUMO: 9.40 eV
2S+1: 1
HOMO energy: -9.495 eV
lowest unoccupied orbital energy: -0.1 eV

Model b:
This record from the Open Molecules 2025 dataset describes a single C3HN3O molecule. The level of theory is the ωB97M-V functional and the def2-TZVPD basis.

Geometry as XYZ:
```
8
Properties=species:S:1:pos:R:3:nbo_charge:R:1
N -2.16 -1.78 0.28 -0.22
C -1.31 -1.08 0.21 0.21
C -0.22 -0.16 0.07 0.35
N 0.78 -0.21 0.93 -0.20
N 1.68 0.75 0.34 -0.28
C 1.13 1.24 -0.67 0.31
O -0.15 0.83 -0.90 -0.39
H 1.52 1.97 -1.27 0.20
```

SMILES: N#Cc1nnco1
gap between HOMO and LUMO: 11.15 eV
2S+1: 1
HOMO energy: -11.405 eV
lowest unoccupied orbital energy: -0.3 eV

The most stable arrangement is model b, and the next structure is 12.5 kcal/mol less stable.

Model a:
This record from the Open Molecules 2025 dataset describes a single C3HN3O molecule. The level of theory is the ωB97M-V functional and the def2-TZVPD basis.

Geometry as XYZ:
```
8
Properties=species:S:1:pos:R:3:nbo_charge:R:1
N -0.83 -2.35 -0.04 -0.21
C -0.12 -1.45 -0.08 0.19
C 0.48 -0.19 0.05 0.00
C 1.69 0.40 -0.19 0.18
N 2.75 0.85 -0.09 -0.17
N -0.87 0.77 0.10 -0.11
O -1.47 2.01 0.04 -0.25
H -1.63 -0.04 0.20 0.38
```

SMILES: N#CC(C#N)=[NH+][O-]
gap between HOMO and LUMO (alpha / beta): 7.60 / 8.95 eV
2S+1: 1
HOMO energy (alpha / beta): -10.599 / -10.578 eV
lowest unoccupied orbital energy (alpha / beta): -3.0 / -1.6 eV

Model b:
This record from the Open Molecules 2025 dataset describes C3HN3O as an isolated structure. The level of theory is the ωB97M-V functional and the def2-TZVPD basis.

Geometry as XYZ:
```
8
Properties=species:S:1:pos:R:3:nbo_charge:R:1
N -0.41 -1.70 1.13 -0.18
C -0.81 -0.63 1.47 0.10
C 0.02 -0.04 0.28 -0.15
C -0.41 0.01 -1.11 0.38
O 0.23 0.58 -1.97 -0.53
N 2.19 0.97 0.77 0.14
N 1.19 0.49 0.57 0.10
H -1.37 -0.50 -1.30 0.14
```

gap between HOMO and LUMO (alpha / beta): 8.28 / 8.28 eV
2S+1: 1
HOMO energy (alpha / beta): -9.493 / -9.493 eV
lowest unoccupied orbital energy (alpha / beta): -1.2 / -1.2 eV

The most stable arrangement is model b, and the next structure is 38.9 kcal/mol less stable.